{"formula": "C3H10NO", "method": "the ωB97M-V functional and the def2-TZVPD basis", "elements": ["C", "O", "H", "H", "H", "H", "C", "C", "N", "H", "H", "H", "H", "H", "H"], "coordinates": [[2.61, -0.35, -0.04], [1.35, -0.69, 0.40], [2.44, 0.31, -0.89], [3.25, -1.12, -0.39], [3.17, 0.19, 0.81], [1.53, -1.06, 1.28], [-2.14, -0.69, -0.38], [-1.26, 1.61, 0.11], [-1.09, 0.31, 0.04], [-3.06, -0.14, -0.35], [-1.89, -1.20, -1.40], [-2.35, -1.41, 0.45], [-2.25, 2.13, -0.11], [-0.28, 2.09, 0.26], [-0.02, 0.04, 0.21]], "lowdin_charge": [-0.13, -0.13, 0.09, 0.08, 0.13, 0.12, -0.01, 0.16, -0.03, 0.08, 0.14, 0.11, 0.15, 0.12, 0.12], "e_homo_ev": -15.2, "e_above_lowest_ev": 1.817, "total_charge": 1, "gap_ev": 10.444, "energy_ev": -6802.4937, "lumo_ev": -4.7069}